Here is a structure of composition C37H44F3NO2Pd from OMol25. Energies are from wB97M-V/def2-TZVPD.

Results
Highest occupied orbital energy ... -0.56 eV
E_LUMO ... 4.20 eV
Total charge ... -2
Strongest force on any atom ... 0.77 eV/Å
Spin multiplicity ... 1
Gap between HOMO and LUMO ... 4.8 eV
Energy above the lowest of the compared OMol25 structures with the same formula, charge and spin ... 5.6 kcal/mol

Element x y z (Å)
Pd1 0.40827 -1.87946 0.35368
C1 1.69766 3.85381 -2.31542
C2 2.86481 3.71888 -1.33478
C3 4.15722 3.60470 -2.15582
C4 2.93431 5.00483 -0.49854
C5 2.70902 2.50025 -0.42436
C6 1.54204 1.74097 -0.38044
C7 1.38816 0.64808 0.45810
N1 0.08975 0.03757 0.61842
C8 -0.79000 0.25222 -0.51986
C9 -1.86859 1.09176 -0.41607
C10 -2.77186 1.26792 -1.47267
C11 -2.53191 0.53630 -2.62717
C12 -1.44520 -0.33837 -2.77649
C13 -0.53401 -0.48827 -1.71234
O1 0.50548 -1.29898 -1.73520
C14 -1.25102 -1.17271 -4.04392
C15 -1.33026 -2.66371 -3.68996
C16 0.12036 -0.86347 -4.66472
C17 -2.31213 -0.88758 -5.10827
C18 -3.94542 2.23738 -1.32550
C19 -3.41344 3.65695 -1.08533
C20 -4.83755 2.26778 -2.56651
C21 -4.81223 1.83401 -0.12568
C22 2.50430 0.14455 1.22369
O2 2.49662 -1.01212 1.75309
C23 3.64951 1.02084 1.28717
C24 3.73129 2.12854 0.45087
C25 4.81669 0.62931 2.19890
C26 5.88912 1.71951 2.26600
C27 4.32660 0.38545 3.63520
C28 5.47248 -0.65396 1.66358
H1 1.89052 4.68114 -3.00745
H2 0.75777 4.06062 -1.79817
H3 1.55751 2.94050 -2.89817
H4 4.26009 4.45971 -2.83516
H5 4.15145 2.68658 -2.74791
H6 5.03829 3.57643 -1.51076
H7 3.06755 5.88758 -1.13748
H8 3.76697 4.96300 0.20795
H9 2.01476 5.12819 0.07862
H10 0.69194 2.00987 -0.99441
H11 -1.99363 1.60665 0.53352
H12 -3.22212 0.63334 -3.45181
H13 -0.60395 -2.90819 -2.91740
H14 -1.12914 -3.27419 -4.57912
H15 -2.32910 -2.91006 -3.31890
H16 0.91499 -1.00919 -3.93407
H17 0.15046 0.17511 -5.00873
H18 0.29712 -1.51657 -5.52802
H19 -3.31879 -1.13859 -4.76310
H20 -2.09604 -1.49835 -5.99072
H21 -2.31032 0.16149 -5.41704
H22 -2.79940 3.98122 -1.92921
H23 -2.78789 3.69264 -0.19123
H24 -4.23828 4.36802 -0.95756
H25 -4.28249 2.58124 -3.45341
H26 -5.65697 2.97709 -2.41218
H27 -5.27249 1.28697 -2.77216
H28 -4.22976 1.81969 0.79739
H29 -5.22214 0.83138 -0.27068
H30 -5.64343 2.53695 0.00466
H31 4.62952 2.73872 0.48236
H32 5.45790 2.68951 2.53014
H33 6.42254 1.83234 1.31734
H34 6.62703 1.45309 3.03048
H35 3.91153 1.30982 4.05216
H36 5.16870 0.07415 4.26634
H37 3.55184 -0.37782 3.65026
H38 5.88392 -0.47770 0.66485
H39 4.72382 -1.44389 1.60040
H40 6.28790 -0.98117 2.32339
F1 -5.08921 -6.52953 6.60937
C29 -3.98716 -7.10529 6.07499
F2 -4.43711 -8.19215 5.40662
F3 -3.26181 -7.57021 7.11292
C30 -3.21511 -6.17013 5.19833
C31 -1.89536 -5.84933 5.46883
C32 -1.20208 -4.98258 4.63484
C33 -1.80700 -4.41196 3.50824
C34 -3.14835 -4.75191 3.25725
C35 -3.83921 -5.61572 4.08604
C36 -1.09179 -3.52399 2.64804
C37 -0.49841 -2.74718 1.91264
H41 -1.40211 -6.27441 6.33273
H42 -0.17137 -4.72874 4.84416
H43 -3.62944 -4.31642 2.39154
H44 -4.87279 -5.86073 3.86878

Forces on atoms 1 to 3 (eV/Å):
Pd -0.05 -0.75 -0.16
C -0.04 0.01 -0.04
C 0.00 -0.05 0.02